No. 1
The following is a quantum chemistry calculation of a structure of composition C6H9N, from the OMol25 dataset.

```
! RIJCOSX wB97M-V def2-TZVPD def2/J DEFGRID3
* xyz 0 1
C 1.7309 1.2240 0.0766
C 0.5072 0.6933 -0.5197
N 1.7504 0.0121 -0.7907
C 1.1315 -1.0614 0.0117
C -0.2879 -0.4185 0.1508
C -1.3728 -0.4217 0.9987
C -1.6331 -0.9781 -0.3206
H 1.9186 1.1164 1.1460
H 2.2093 2.0700 -0.4064
H -1.3330 1.9104 -0.5264
H 1.5756 -1.1349 1.0069
H 1.1304 -2.0146 -0.5192
H -1.8339 1.7926 0.0270
H -1.8668 0.2498 1.6870
H -1.6192 -2.0604 -0.4715
H -2.2088 -0.4319 -1.0780
*
```

The total energy is -7849.786 eV. The LUMO energy (spin up / spin down) is -0.2 / 0.2 eV.

=====

No. 2
The following is a quantum chemistry calculation of the ion C15H26NO2 with charge +1, from the OMol25 dataset.

```
! RIJCOSX wB97M-V def2-TZVPD def2/J DEFGRID3
* xyz 1 1
C -1.1379 1.3869 -2.7964
H -1.1778 2.4603 -2.9707
C 0.1904 0.8170 -3.2872
H 0.2471 -0.2522 -3.0734
H 0.2109 0.9244 -4.3723
C 1.4363 1.5148 -2.7300
C 2.0039 0.9479 -1.4287
N 1.1927 1.1241 -0.1913
C 0.6755 2.4926 -0.0354
H 1.5036 3.1998 -0.0109
H 0.0112 2.7438 -0.8562
H 0.1133 2.5716 0.8931
C 1.9922 0.7701 1.0098
H 2.9002 1.3759 1.0292
H 1.3905 1.0110 1.8905
C 2.3586 -0.7207 1.0775
O 1.2216 -1.5211 0.8767
C 0.2378 -1.3913 1.8542
C 0.4188 -1.7883 3.1689
C -0.6147 -1.6307 4.0771
C -1.8167 -1.0682 3.6820
C -2.0066 -0.6740 2.3680
C -0.9799 -0.8352 1.4530
O -1.1129 -0.4422 0.1212
C -1.4751 -1.5412 -0.7369
C -2.8853 -2.0463 -0.4852
H -2.9741 -2.4819 0.5073
H -3.1239 -2.8095 -1.2199
H -3.6015 -1.2336 -0.5812
H -1.3961 -1.1438 -1.7490
H -0.7455 -2.3480 -0.6035
H -2.9389 -0.2373 2.0464
H -2.6153 -0.9443 4.3958
H -0.4778 -1.9509 5.0976
H 1.3551 -2.2311 3.4717
H 3.0653 -1.0096 0.2975
H 2.8247 -0.9101 2.0521
H 0.3651 0.4641 -0.2248
H 2.1641 -0.1232 -1.5618
H 2.9706 1.4259 -1.2468
H 2.2430 1.3889 -3.4554
H 1.2600 2.5873 -2.6504
H -1.9532 0.9387 -3.3590
H -1.3194 1.1894 -1.7430
*
```

The total energy is -21555.665 eV. The LUMO energy is -2.1 eV.

=====

No. 3
The following is a quantum chemistry calculation of an isolated molecule of C4H7NO4, from the OMol25 dataset.

```
! RIJCOSX wB97M-V def2-TZVPD def2/J DEFGRID3
* xyz 0 1
C -0.4698 0.3128 -1.7868
C 1.3895 0.4614 0.3623
C -0.2891 0.8765 -0.3929
O 1.5065 1.2730 1.4629
O 2.1555 0.4535 -0.5831
O -0.8936 1.8404 0.0113
H 1.8657 2.1168 1.1541
H 0.1688 -0.5474 -1.9813
H -0.2236 1.0841 -2.5186
H -1.5164 0.0323 -1.9233
N -1.0710 -1.7950 0.8465
C -0.2492 -0.7981 1.1657
O 1.0372 -0.9767 1.0026
H -2.0524 -1.7530 1.0698
H -0.7274 -2.5522 0.2741
H -0.6308 -0.0286 1.8368
*
```

The total energy is -13938.972 eV. The LUMO energy (spin up / spin down) is -0.3 / -0.3 eV.

=====

No. 4
The following is a quantum chemistry calculation of a structure of composition C10H13N6PtS, from the OMol25 dataset.

```
! RIJCOSX wB97M-V def2-TZVPD def2/J DEFGRID3
* xyz 1 1
Pt 0.0758 0.0410 0.0006
N 1.6005 -3.0992 2.5643
C 0.9543 -2.1939 1.8226
S 1.9037 -1.1196 0.7819
N -0.3465 -2.1223 1.8587
N -0.9033 -1.1901 1.1113
C -2.2535 -1.0521 1.0927
C -2.7445 -0.0460 0.2741
C -4.1220 0.2643 0.1219
C -4.5101 1.2666 -0.7175
C -3.5202 1.9839 -1.4250
C -2.1969 1.6519 -1.2518
N -1.7870 0.6794 -0.4357
H 2.6001 -3.1891 2.5322
H 1.0562 -3.7234 3.1326
H -2.8640 -1.7031 1.6985
H -4.8343 -0.3163 0.6855
H -5.5521 1.5147 -0.8444
H -3.7898 2.7877 -2.0888
H -1.4204 2.1916 -1.7792
C 1.9895 2.8852 -4.0488
N 2.2470 2.8484 -2.6202
C 3.4538 3.4954 -2.1362
C 1.6242 2.0218 -1.8606
N 1.0214 1.3318 -1.1449
H 2.1498 3.9028 -4.4049
H 0.9615 2.5961 -4.2591
H 2.6605 2.2109 -4.5877
H 3.5318 4.4781 -2.6006
H 4.3429 2.9102 -2.3837
H 3.4023 3.6183 -1.0562
*
```

The total energy is -33598.186 eV. The LUMO energy is -4.3 eV.

=====

Relative energy (zero: lowest compared OMol25 entry of this formula, charge and spin) (computed, kJ/mol): 808.0 53.2 353.6 22.3
Max |F| (computed, eV Å⁻¹): 2.10 0.95 2.20 4.30